The following is a DFT calculation (ωB97M-V/def2-TZVPD) of a structure of composition C21H14F4N4O3S5Ti.

Positions of all 52 atoms, in Å:
Ti -0.5075 -0.1838 0.0515
C -1.0668 -3.1606 1.1190
O -0.5041 -1.8833 1.4709
C 0.6076 -1.9289 2.3696
C 1.7865 -1.2979 1.6761
O 1.3952 -0.0588 1.0469
C 1.5954 1.1794 1.7606
C 0.3887 1.4672 2.6126
O -0.7756 1.2743 1.8039
C -1.5792 2.4627 1.6413
H -0.2824 -3.8082 0.7230
H -1.5332 -3.5999 2.0017
H -1.8104 -2.9711 0.3495
H 0.3143 -1.4067 3.2826
H 0.8410 -2.9651 2.6278
H 2.6067 -1.1077 2.3723
H 2.1361 -1.9284 0.8567
H 2.5194 1.1168 2.3381
H 1.7009 1.9329 0.9774
H 0.3082 0.8035 3.4768
H 0.4318 2.4954 2.9810
H -0.9447 3.2909 1.3230
H -2.3191 2.2579 0.8736
H -2.0754 2.6907 2.5846
S 0.4025 0.3383 -7.0898
C 0.3502 0.2372 -5.4560
S 0.5524 -1.2353 -4.5712
C 0.3979 -0.5669 -2.9731
C 0.1986 0.7581 -2.8973
S -0.0657 1.6502 -1.3908
S 0.1332 1.6011 -4.4172
S 0.3953 -1.6547 -1.5748
F -5.9714 2.0901 -3.3891
C -5.1606 1.1482 -3.8891
C -5.2939 0.8309 -5.2199
F -6.2249 1.4835 -5.9144
C -4.5150 -0.1618 -5.8511
C -3.5853 -0.7977 -5.0015
C -3.4600 -0.4629 -3.6753
F -2.5368 -1.1202 -2.9527
C -4.2295 0.5212 -3.0594
C -4.0454 0.8747 -1.6754
C -3.2422 0.2003 -0.8065
N -2.5332 -0.2629 0.0085
C -4.5580 2.0644 -1.0620
N -4.8882 2.9989 -0.4761
F -2.7724 -1.7408 -5.4740
C -4.6647 -0.5017 -7.2253
C -4.0180 -1.6224 -7.8206
N -3.5491 -2.5380 -8.3370
C -5.4859 0.2421 -8.1170
N -6.1179 0.8225 -8.8842

Force components x, y, z for each atom (eV/Å):
Ti 0.254 0.158 -0.174
C 0.050 0.088 0.019
O 0.119 0.013 -0.040
C -0.291 -0.204 0.114
C 0.280 0.340 -0.074
O 0.096 -0.039 0.320
C 0.184 -0.256 -0.203
C -0.249 0.117 0.218
O 0.128 0.009 -0.202
C 0.016 -0.063 -0.010
H -0.069 -0.027 -0.009
H 0.017 -0.022 -0.047
H 0.006 -0.035 0.043
H 0.078 0.014 -0.025
H 0.001 0.055 -0.002
H -0.011 -0.040 -0.045
H -0.025 0.031 0.039
H -0.042 0.039 0.034
H 0.005 -0.054 0.044
H 0.075 0.008 -0.033
H -0.015 -0.053 -0.014
H -0.054 0.027 -0.021
H -0.001 0.018 0.045
H 0.017 0.031 -0.018
S -0.074 -0.020 0.040
C 0.143 -0.026 -0.098
S 0.010 -0.164 -0.054
C -0.017 -0.193 0.417
C -0.079 0.091 0.358
S 0.083 -0.216 -0.234
S -0.106 0.272 -0.028
S -0.109 0.234 -0.224
F 0.144 -0.147 -0.020
C -0.242 0.210 -0.223
C -0.116 0.161 0.084
F 0.101 -0.084 0.053
C 0.018 -0.047 -0.047
C 0.162 -0.085 0.162
C 0.216 -0.369 -0.311
F -0.178 0.092 -0.028
C 0.015 0.068 0.160
C -0.292 0.380 0.291
C 0.310 0.042 -0.076
N -0.445 -0.326 -0.048
C 0.047 -0.237 -0.200
N -0.028 0.085 0.053
F -0.154 0.110 -0.021
C 0.025 -0.051 -0.098
C -0.153 0.252 0.177
N 0.058 -0.095 -0.086
C 0.190 -0.136 0.158
N -0.096 0.046 -0.116

Properties
calculated total energy = -4493.20372 hartree
2S+1 = 3
gap between HOMO and LUMO (spin up / spin down) = 6.6 / 5.0 eV
relative energy (zero: lowest compared OMol25 entry of this formula, charge and spin) = 10.7 kcal/mol
charge = 0



The following is a DFT calculation (ωB97M-V/def2-TZVPD) of a cluster of 2 separate species, C4H12 in total in a non-equilibrium geometry.

Positions of all 16 atoms, in Å:
C -1.3661 2.0672 -0.2316
C -2.1686 0.7083 -0.1534
H -2.0775 2.7942 0.0480
H -0.4813 2.0461 0.3404
H -0.8852 2.2693 -1.2351
H -2.7359 0.7237 0.7698
H -1.3010 -0.0404 0.0291
H -2.6790 0.6696 -1.0314
C 1.8188 -1.3131 -0.5683
C 1.6456 -1.5523 0.9320
H 0.8788 -0.9046 -1.0804
H 2.4159 -0.4510 -0.8320
H 2.2933 -2.2043 -1.0133
H 0.6257 -1.7057 1.2066
H 1.9132 -0.6226 1.5521
H 2.4541 -2.0346 1.3731

Force components x, y, z for each atom (eV/Å):
C -0.104 -1.397 -1.872
C 5.065 0.678 2.799
H -0.162 1.502 0.200
H 0.638 0.143 1.526
H -1.221 -0.214 0.604
H -0.484 -0.131 -0.202
H -1.967 0.447 -0.868
H -1.745 -1.044 -2.182
C -0.868 0.700 -0.636
C 0.284 4.227 0.187
H 0.769 -1.568 0.647
H 0.976 0.057 0.443
H -0.728 0.458 -0.356
H -0.345 -1.138 0.423
H -0.858 -0.216 -1.196
H 0.749 -2.503 0.483

Properties
calculated total energy = -159.53162 hartree
SMILES = CC.CC
gap between HOMO and LUMO = 12.2 eV
relative energy (zero: lowest compared OMol25 entry of this formula, charge and spin) = 33.5 kcal/mol
charge = 0



The following is a DFT calculation (ωB97M-V/def2-TZVPD) of a structure of composition C44H55AuGe2NP2S in a non-equilibrium geometry.

Positions of all 106 atoms, in Å:
Au 0.0549 0.2361 -0.0724
C 2.5033 0.9090 2.5143
C 3.2003 0.0196 1.4812
Ge 2.5828 0.3554 -0.3314
C 3.1752 -0.9019 -1.6773
C 2.6220 -0.6480 -3.0805
C 3.0444 2.1932 -0.7201
C 2.2437 3.2529 -0.5954
Ge 0.3549 2.9413 -0.2992
C -0.3375 3.6066 1.3830
C -0.2292 5.1393 1.5150
C -0.8331 2.8254 -1.8571
C -1.2441 4.2142 -2.3807
C 2.6932 4.6630 -0.6353
C 1.8501 5.6634 -1.1147
C 2.2795 6.9772 -1.2133
C 3.5608 7.3101 -0.8057
C 4.4017 6.3321 -0.2917
C 3.9724 5.0172 -0.2057
H 2.9419 0.7686 3.5038
H 1.4348 0.6704 2.5899
H 2.5950 1.9694 2.2639
H 3.0792 -1.0345 1.7158
H 4.2770 0.2202 1.4488
H 2.9510 -1.9108 -1.3260
H 4.2641 -0.7837 -1.6526
H 1.5320 -0.7334 -3.1095
H 3.0250 -1.3776 -3.7827
H 2.8935 0.3426 -3.4479
H 4.1058 2.3512 -0.9319
H 0.2301 3.1060 2.1702
H -1.3771 3.2764 1.4485
H 0.7834 5.5012 1.3462
H -0.5175 5.4278 2.5276
H -0.8944 5.6572 0.8218
H -1.7054 2.2535 -1.5363
H -0.3113 2.2521 -2.6237
H -1.6695 4.8521 -1.6038
H -2.0074 4.0795 -3.1493
H -0.4104 4.7363 -2.8449
H 0.8443 5.4120 -1.4295
H 1.6200 7.7397 -1.6087
H 3.9023 8.3339 -0.8791
H 5.3943 6.5987 0.0473
H 4.6279 4.2623 0.2143
C -5.4753 -5.6500 3.2600
S -5.3110 -3.9022 3.0282
C -3.9035 -3.4737 4.0470
C -3.0875 -2.3205 3.4519
C -2.4302 -2.7274 2.1331
N -1.6001 -1.6704 1.5197
P -2.2981 -0.2340 0.8478
C -3.9037 -0.7478 0.1969
C -3.9253 -1.2660 -1.0989
C -5.1078 -1.7428 -1.6478
C -6.2824 -1.6858 -0.9096
C -6.2745 -1.1531 0.3752
C -5.0908 -0.6843 0.9312
C -2.6354 0.9011 2.2160
C -3.5378 1.9478 2.0000
C -3.7195 2.9227 2.9711
C -2.9891 2.8732 4.1522
C -2.0782 1.8467 4.3635
C -1.8920 0.8696 3.3929
P -0.2133 -2.1693 0.6312
C -0.6412 -3.6452 -0.2888
C -1.1845 -3.4958 -1.5657
C -1.5922 -4.6099 -2.2818
C -1.4414 -5.8764 -1.7306
C -0.8797 -6.0305 -0.4656
C -0.4710 -4.9199 0.2581
C 1.0097 -2.6690 1.8374
C 0.9208 -2.3414 3.1855
C 1.9368 -2.7165 4.0545
C 3.0423 -3.4081 3.5782
C 3.1399 -3.7335 2.2290
C 2.1322 -3.3568 1.3556
H -6.4078 -5.9648 2.7945
H -5.4785 -5.8686 4.3331
H -4.6200 -6.1405 2.7808
H -3.3198 -4.3832 4.2031
H -4.3449 -3.1776 5.0091
H -2.3274 -2.0560 4.1865
H -3.7263 -1.4487 3.3201
H -3.2032 -3.0456 1.4158
H -1.7914 -3.5918 2.3232
H -3.0154 -1.2734 -1.6893
H -5.1188 -2.1360 -2.6564
H -7.2110 -2.0337 -1.3452
H -7.1981 -1.0838 0.9386
H -5.1046 -0.2431 1.9205
H -4.1106 1.9967 1.0807
H -4.4335 3.7208 2.8087
H -3.1209 3.6412 4.9036
H -1.5112 1.8087 5.2868
H -1.1599 0.0848 3.5496
H -1.2630 -2.5102 -2.0139
H -2.0043 -4.4947 -3.2763
H -1.7399 -6.7498 -2.2972
H -0.7377 -7.0205 -0.0503
H -0.0099 -5.0520 1.2298
H 0.0602 -1.7976 3.5569
H 1.8651 -2.4726 5.1070
H 3.8325 -3.6958 4.2604
H 3.9992 -4.2804 1.8619
H 2.2081 -3.6116 0.3035

Force components x, y, z for each atom (eV/Å):
Au -0.393 -0.518 -0.210
C 0.116 -0.061 0.021
C -0.099 0.077 0.134
Ge -0.013 0.020 0.058
C -0.123 0.025 -0.091
C 0.080 -0.095 0.031
C -0.016 0.043 -0.153
C 0.026 0.185 -0.096
Ge 0.235 0.177 0.007
C -0.195 -0.001 -0.052
C -0.037 -0.056 0.128
C -0.018 -0.148 0.016
C -0.067 -0.071 -0.039
C 0.097 -0.088 -0.061
C 0.006 0.001 -0.008
C -0.138 -0.016 -0.022
C 0.065 0.058 0.013
C 0.040 -0.085 0.035
C 0.118 -0.002 0.052
H -0.043 0.019 -0.009
H 0.042 0.007 -0.013
H -0.006 -0.041 0.001
H 0.068 -0.016 0.079
H -0.035 0.003 0.066
H 0.062 -0.024 -0.053
H 0.010 -0.130 -0.091
H 0.019 0.015 0.026
H -0.019 0.030 -0.027
H -0.026 0.000 0.033
H -0.034 0.026 0.089
H -0.031 0.028 0.042
H 0.087 0.055 0.146
H -0.012 -0.029 0.025
H -0.028 -0.005 -0.053
H 0.043 -0.043 -0.002
H -0.076 0.049 -0.091
H -0.053 0.010 -0.062
H 0.019 -0.036 0.001
H 0.011 0.012 0.036
H -0.007 -0.032 -0.012
H -0.038 0.035 -0.056
H 0.010 -0.045 0.023
H 0.002 -0.010 0.005
H -0.018 -0.022 -0.010
H -0.012 0.053 -0.025
C -0.057 -0.020 0.060
S -0.079 0.097 -0.086
C 0.117 -0.032 -0.080
C -0.041 -0.051 -0.094
C 0.022 0.081 0.057
N -0.232 -0.380 -0.080
P 0.304 0.181 0.232
C 0.033 0.093 -0.135
C -0.041 0.024 -0.041
C 0.053 0.010 0.002
C -0.006 0.003 0.014
C 0.030 0.013 0.044
C -0.061 -0.089 -0.019
C -0.115 -0.001 -0.060
C -0.085 -0.072 0.078
C -0.001 0.002 -0.030
C 0.032 0.008 -0.002
C 0.060 -0.036 -0.005
C 0.052 -0.007 0.046
P 0.058 0.766 0.784
C 0.128 0.241 -0.365
C 0.000 -0.025 -0.085
C 0.003 0.003 -0.019
C 0.042 -0.003 0.076
C -0.002 0.025 -0.034
C -0.065 -0.098 -0.019
C 0.149 -0.192 -0.254
C -0.013 0.033 0.092
C -0.035 0.041 0.025
C 0.029 -0.016 0.000
C -0.035 0.029 -0.048
C -0.047 -0.111 0.095
H 0.037 -0.001 0.012
H 0.027 -0.035 -0.076
H -0.047 0.000 0.072
H 0.029 0.033 0.045
H 0.037 -0.035 -0.004
H 0.000 0.043 0.046
H -0.004 0.078 0.019
H 0.054 0.007 0.004
H 0.054 -0.039 -0.051
H -0.080 0.005 0.018
H 0.002 0.024 0.027
H 0.035 0.009 0.023
H 0.045 0.013 -0.039
H 0.009 0.012 -0.006
H -0.007 0.016 0.003
H 0.041 -0.028 -0.018
H -0.037 -0.040 -0.002
H -0.010 0.009 -0.081
H -0.021 0.034 0.016
H 0.032 -0.067 0.034
H 0.023 -0.010 0.028
H 0.006 0.032 0.027
H -0.013 0.029 -0.030
H -0.019 0.020 -0.034
H 0.036 0.001 0.001
H 0.006 0.007 -0.036
H -0.033 -0.004 -0.021
H -0.024 0.038 0.004
H 0.007 -0.020 0.039

Properties
calculated total energy = -7133.87329 hartree
2S+1 = 3
gap between HOMO and LUMO (spin up / spin down) = 7.4 / 3.0 eV
charge = +3